No. 1
Density functional theory data (ωB97M-V with the def2-TZVPD basis set) for C23H25N3O5S in the gas phase in a non-equilibrium geometry.

Last column: natural (NBO) charge in e.
Geometry (Å):
C1 -2.538 -2.659 -2.044  -0.668
C2 -3.020 -1.982 -0.794  0.036
C3 -4.274 -1.388 -0.755  -0.228
C4 -4.748 -0.776 0.394  -0.225
C5 -3.963 -0.750 1.532  -0.201
C6 -2.710 -1.335 1.519  -0.220
C7 -2.235 -1.948 0.365  0.112
N1 -0.984 -2.588 0.353  -0.620
C8 0.106 -2.267 1.088  0.670
O1 0.188 -1.330 1.859  -0.607
C9 1.274 -3.182 0.814  -0.739
S1 1.894 -2.754 -0.857  2.206
O2 0.794 -2.946 -1.773  -0.970
O3 3.095 -3.504 -1.092  -0.922
C10 2.254 -1.040 -0.740  -0.453
C11 1.593 -0.013 -1.353  0.060
N2 2.139 1.176 -0.984  -0.353
C12 1.789 2.451 -1.556  -0.299
C13 0.272 2.627 -1.724  0.668
O4 -0.223 2.626 -2.835  -0.621
N3 -0.451 2.812 -0.606  -0.427
C14 0.002 2.781 0.768  -0.249
C15 -0.836 1.762 1.558  -0.079
O5 -2.213 2.036 1.451  -0.526
C16 -2.628 1.997 0.106  -0.077
C17 -1.880 3.047 -0.716  -0.259
C18 3.179 0.934 -0.119  0.207
C19 4.047 1.805 0.530  -0.257
C20 5.009 1.257 1.350  -0.206
C21 5.123 -0.126 1.522  -0.221
C22 4.270 -0.999 0.885  -0.179
C23 3.281 -0.467 0.061  -0.089
H1 -2.581 -3.743 -1.929  0.217
H2 -1.511 -2.390 -2.284  0.238
H3 -3.172 -2.388 -2.884  0.225
H4 -4.889 -1.407 -1.643  0.210
H5 -5.728 -0.324 0.396  0.214
H6 -4.319 -0.274 2.432  0.220
H7 -2.093 -1.317 2.402  0.239
H8 -0.816 -3.199 -0.438  0.432
H9 0.999 -4.233 0.784  0.261
H10 2.080 -3.007 1.519  0.265
H11 0.773 -0.061 -2.043  0.248
H12 2.216 2.538 -2.563  0.236
H13 2.195 3.252 -0.936  0.225
H14 -0.146 3.778 1.203  0.196
H15 1.051 2.507 0.843  0.216
H16 -0.617 0.747 1.201  0.196
H17 -0.592 1.820 2.619  0.199
H18 -2.448 1.000 -0.319  0.177
H19 -3.700 2.199 0.107  0.200
H20 -2.104 4.046 -0.327  0.195
H21 -2.155 2.991 -1.770  0.251
H22 3.983 2.875 0.397  0.214
H23 5.697 1.909 1.867  0.217
H24 5.901 -0.509 2.164  0.217
H25 4.372 -2.067 0.993  0.225

Summary:
structure (SMILES): Cc1ccccc1NC(=O)CS(=O)(=O)c1cn(CC(=O)N2CCOCC2)c2ccccc12
total charge: 0
HOMO-LUMO gap: 0.3382 Ha
E_LUMO: 0.0210 Eh

***

No. 2
Density functional theory data (ωB97M-V with the def2-TZVPD basis set) for C23H25N5O2 in the gas phase in a non-equilibrium geometry.

Last column: natural (NBO) charge in e.
Geometry (Å):
C1 -0.757 -4.131 -0.405  -0.653
C2 0.558 -3.965 -1.159  -0.059
O1 1.088 -2.657 -1.089  -0.526
C3 0.509 -1.626 -1.773  0.297
C4 -0.511 -1.781 -2.704  -0.291
C5 -1.084 -0.697 -3.346  -0.229
C6 -0.647 0.589 -3.077  -0.038
C7 -1.326 1.791 -3.672  -0.432
C8 -2.614 2.129 -2.891  -0.201
N1 -2.379 2.278 -1.472  -0.595
C9 -2.140 1.199 -0.667  0.406
C10 -2.892 -0.014 -0.799  -0.265
C11 -2.649 -1.048 0.044  -0.149
C12 -1.643 -0.880 1.014  0.232
N2 -1.139 -1.685 1.930  -0.281
N3 -0.212 -1.012 2.588  -0.255
C13 -0.116 0.216 2.106  0.266
C14 0.822 1.209 2.581  -0.015
C15 1.018 2.416 1.916  -0.221
C16 1.944 3.324 2.395  -0.200
C17 2.678 3.043 3.535  -0.213
C18 2.487 1.841 4.199  -0.213
C19 1.567 0.927 3.729  -0.205
N4 -1.015 0.351 1.089  -0.144
N5 -1.254 1.382 0.284  -0.314
C20 0.402 0.747 -2.184  -0.242
C21 0.997 -0.325 -1.527  0.256
O2 1.987 0.032 -0.665  -0.507
C22 3.031 -0.860 -0.300  -0.055
C23 2.830 -1.464 1.083  -0.635
H1 -0.989 -5.188 -0.313  0.215
H2 -0.675 -3.695 0.589  0.250
H3 -1.573 -3.636 -0.926  0.198
H4 1.332 -4.576 -0.684  0.196
H5 0.460 -4.287 -2.204  0.167
H6 -0.880 -2.767 -2.934  0.217
H7 -1.882 -0.864 -4.055  0.207
H8 -1.594 1.604 -4.713  0.218
H9 -0.652 2.649 -3.637  0.208
H10 -3.351 1.341 -3.047  0.194
H11 -3.035 3.068 -3.260  0.208
H12 -1.755 3.044 -1.247  0.391
H13 -3.660 -0.084 -1.550  0.226
H14 -3.196 -1.976 0.008  0.239
H15 0.448 2.629 1.026  0.239
H16 2.095 4.260 1.875  0.208
H17 3.400 3.757 3.904  0.211
H18 3.061 1.618 5.088  0.213
H19 1.405 -0.016 4.229  0.238
H20 0.788 1.729 -1.954  0.223
H21 3.934 -0.237 -0.299  0.179
H22 3.149 -1.643 -1.053  0.185
H23 3.672 -2.109 1.320  0.208
H24 1.917 -2.049 1.118  0.226
H25 2.765 -0.676 1.829  0.215

Summary:
structure (SMILES): CCOc1ccc(CCNc2ccc3nnc(-c4ccccc4)n3n2)cc1OCC
total charge: 0
HOMO-LUMO gap: 0.2998 Ha
E_LUMO: 0.0106 Eh

***

No. 3
Density functional theory data (ωB97M-V with the def2-TZVPD basis set) for a molecular structure, C23H26BrIrN3O4PSTe in a non-equilibrium geometry.

Last column: natural (NBO) charge in e.
Geometry (Å):
Ir1 -1.009 0.369 -0.465  1.032
O1 -0.372 2.368 -0.759  -0.598
N1 -1.315 3.312 -0.754  0.005
C1 -0.968 4.572 -0.404  0.036
C2 -1.910 5.560 -0.425  -0.257
C3 -3.217 5.244 -0.813  -0.168
C4 -3.536 3.952 -1.155  -0.231
C5 -2.556 2.952 -1.120  0.026
S1 -2.873 1.271 -1.468  -0.076
H1 0.067 4.687 -0.118  0.249
H2 -1.625 6.563 -0.138  0.237
H3 -3.982 6.010 -0.830  0.229
H4 -4.539 3.670 -1.444  0.242
Br1 -3.783 -1.309 0.171  0.061
C6 -2.798 -2.856 -0.172  -0.082
C7 -3.422 -4.044 0.067  -0.248
C8 -2.767 -5.254 -0.241  -0.213
C9 -1.528 -5.221 -0.793  -0.177
C10 -0.871 -3.992 -1.052  -0.073
C11 0.404 -4.016 -1.674  -0.204
C12 1.021 -2.860 -2.000  -0.195
C13 0.431 -1.619 -1.663  -0.270
C14 -0.766 -1.521 -0.999  -0.172
C15 -1.487 -2.748 -0.718  -0.050
H5 -4.422 -4.049 0.479  0.224
H6 -3.268 -6.197 -0.060  0.215
H7 -1.019 -6.139 -1.065  0.209
H8 0.854 -4.976 -1.902  0.207
H9 1.989 -2.862 -2.488  0.212
H10 0.974 -0.725 -1.935  0.215
C16 4.305 -2.914 0.909  -0.622
C17 4.227 -1.483 0.448  -0.068
O2 2.835 -1.107 0.432  -0.849
P1 2.395 0.425 0.306  2.035
O3 0.872 0.378 0.235  -1.145
Te1 3.211 1.792 2.016  -0.587
O4 3.007 0.743 -1.131  -0.858
C18 2.933 2.060 -1.729  -0.063
C19 4.304 2.684 -1.755  -0.636
H11 5.349 -3.231 0.959  0.211
H12 3.774 -3.579 0.224  0.212
H13 3.861 -3.021 1.900  0.214
H14 4.631 -1.356 -0.558  0.181
H15 4.769 -0.817 1.120  0.201
H16 2.215 2.670 -1.180  0.199
H17 2.542 1.913 -2.734  0.181
H18 4.625 2.956 -0.751  0.234
H19 4.290 3.579 -2.382  0.207
H20 5.029 1.984 -2.173  0.211
C20 -3.061 1.745 2.039  -0.680
C21 -1.986 0.769 2.346  0.402
N2 -1.240 0.074 1.498  -0.385
C22 -0.397 -0.747 2.244  -0.051
C23 -0.635 -0.531 3.549  -0.078
N3 -1.632 0.427 3.595  -0.498
H21 -3.324 1.677 0.989  0.260
H22 -2.739 2.767 2.257  0.234
H23 -3.953 1.533 2.630  0.237
H24 0.308 -1.407 1.775  0.258
H25 -0.190 -0.949 4.434  0.233
H26 -2.034 0.821 4.427  0.424

Summary:
total charge: 0
HOMO-LUMO gap: 0.2456 Ha
E_LUMO: -0.0045 Eh

***

No. 4
Density functional theory data (ωB97M-V with the def2-TZVPD basis set) for a molecular structure, C23H26CdN8O5S3 in a non-equilibrium geometry.

Last column: natural (NBO) charge in e.
Geometry (Å):
Cd1 0.428 0.963 -0.743  1.643
N1 -0.274 -2.144 2.582  -0.550
C1 -0.023 -1.561 1.390  0.366
N2 -0.488 -0.417 1.053  -0.593
C2 -1.236 0.336 1.930  0.415
N3 -1.767 1.453 1.540  -0.345
N4 -1.391 1.955 0.380  -0.303
C3 -2.142 2.669 -0.368  0.065
C4 -1.567 3.245 -1.573  0.156
C5 -2.245 4.186 -2.355  -0.230
C6 -1.636 4.671 -3.500  -0.156
C7 -0.366 4.220 -3.826  -0.249
C8 0.240 3.281 -2.999  0.095
N5 -0.349 2.808 -1.919  -0.522
C9 -1.463 -0.181 3.272  -0.062
C10 -2.151 0.513 4.267  -0.156
C11 -2.345 -0.057 5.509  -0.226
C12 -1.864 -1.332 5.782  -0.175
C13 -1.190 -2.044 4.811  -0.240
C14 -0.975 -1.467 3.563  0.164
H1 0.098 -3.059 2.796  0.416
H2 0.624 -2.082 0.690  0.225
H3 -3.198 2.839 -0.154  0.185
H4 -3.228 4.524 -2.070  0.219
H5 -2.146 5.382 -4.136  0.220
H6 0.142 4.571 -4.709  0.227
H7 1.216 2.867 -3.223  0.250
H8 -2.514 1.504 4.041  0.242
H9 -2.879 0.487 6.273  0.220
H10 -2.023 -1.773 6.757  0.219
H11 -0.831 -3.045 5.006  0.211
O1 3.973 0.287 -2.549  -0.985
S1 2.571 0.514 -2.296  2.212
O2 1.722 0.701 -3.457  -1.013
O3 2.398 1.672 -1.344  -1.124
S2 1.794 -1.058 -1.285  -0.831
C15 3.589 1.100 4.340  -0.410
N6 3.984 1.114 2.962  -0.361
C16 5.230 0.806 2.461  -0.108
C17 5.172 0.935 1.116  -0.045
N7 3.902 1.319 0.794  -0.533
C18 3.167 1.414 1.917  0.257
S3 1.555 1.827 2.034  -0.395
H12 4.377 1.529 4.961  0.206
H13 3.385 0.080 4.677  0.199
H14 2.673 1.687 4.438  0.251
H15 6.038 0.524 3.100  0.219
H16 5.910 0.778 0.360  0.235
H17 3.493 1.485 -0.147  0.478
O4 -2.111 -1.855 -0.741  -0.685
C19 -1.868 -1.227 -1.880  0.822
O5 -1.561 -0.064 -1.949  -0.647
C20 -2.043 -2.129 -3.099  -0.179
N8 -2.610 -3.409 -2.652  -0.662
C21 -1.750 -4.491 -3.146  -0.220
C22 -0.917 -3.872 -4.268  -0.413
C23 -0.676 -2.464 -3.731  -0.416
H18 -2.684 -1.622 -3.827  0.220
H19 -3.572 -3.521 -2.949  0.383
H20 -2.370 -2.782 -1.015  0.512
H21 -2.344 -5.348 -3.465  0.204
H22 -1.093 -4.801 -2.327  0.184
H23 -1.502 -3.820 -5.189  0.197
H24 0.003 -4.418 -4.458  0.226
H25 -0.399 -1.741 -4.494  0.246
H26 0.103 -2.464 -2.963  0.245

Summary:
total charge: 0
HOMO-LUMO gap: 0.2394 Ha
E_LUMO: -0.0192 Eh

***

Which E_tot belongs to each record? In order, -1830.13835; -1315.66811; -5043.21236; -3068.70428 a.u..